{
  "formula": "C43H33InN6O3S4Se3",
  "method": "ωB97M-V/def2-TZVPD",
  "charge": -2,
  "largest_force_ev_per_a": 0.8,
  "e_tot_ha": -11199.921803,
  "symbols": ["In", "O", "C", "O", "C", "C", "C", "N", "C", "C", "C", "C", "C", "C", "C", "N", "C", "C", "C", "C", "C", "N", "H", "H", "H", "H", "H", "H", "H", "H", "H", "H", "Se", "C", "N", "S", "C", "C", "N", "C", "H", "H", "H", "O", "C", "C", "C", "C", "C", "S", "C", "C", "C", "C", "S", "C", "C", "C", "C", "S", "H", "H", "H", "H", "H", "H", "H", "H", "H", "Se", "C", "N", "C", "C", "C", "C", "C", "C", "Se", "C", "C", "C", "H", "H", "H", "H", "H", "H", "H", "H", "H", "H", "H"],
  "positions_angstrom": [[0.3742, -0.6387, 0.9123], [-4.8231, 4.4478, 4.2414], [-5.0100, 3.2422, 3.9892], [-6.0117, 2.5253, 4.1827], [-3.8670, 2.5583, 3.1991], [-3.9650, 1.2332, 2.7986], [-2.9043, 0.6354, 2.1299], [-1.7677, 1.2756, 1.8509], [-1.6855, 2.5562, 2.2026], [-2.7074, 3.2321, 2.8655], [-0.4245, 3.2783, 1.8672], [-0.4771, 4.5302, 1.2565], [0.7080, 5.1585, 0.9237], [1.9065, 4.5267, 1.2192], [1.8545, 3.2941, 1.8499], [0.7229, 2.6773, 2.1716], [-3.0148, -0.7937, 1.7022], [-4.3812, -1.3502, 1.5547], [-4.5607, -2.6560, 1.4262], [-2.8494, -4.1861, 2.7292], [-1.4148, -3.7395, 2.3225], [-1.9568, -1.4754, 1.4936], [-4.8788, 0.7118, 3.0455], [-2.6069, 4.2675, 3.1629], [-1.4350, 4.9699, 1.0164], [0.6981, 6.1178, 0.4213], [2.8587, 4.9704, 0.9582], [2.7667, 2.7664, 2.1057], [-5.2136, -0.6625, 1.5320], [-5.5565, -3.0696, 1.3062], [-3.0180, -5.2625, 2.8244], [-0.7358, -4.5120, 1.9738], [-2.5287, 2.7497, -1.8623], [-0.7892, 2.4312, -1.7403], [0.3605, 2.2241, -1.6595], [4.4120, -2.3657, 3.0528], [4.2211, -2.4387, 1.3540], [2.9754, -2.8781, 1.0527], [2.1752, -3.1795, 2.1319], [2.8073, -2.9581, 3.2381], [5.0030, -2.1322, 0.6794], [2.5700, -2.9720, 0.0557], [2.3705, -3.0979, 4.2165], [-0.1965, -2.3809, -0.3075], [-1.3668, -3.0709, -0.2538], [-2.3684, -2.5006, -1.2694], [-2.4594, -1.1772, -1.5847], [-3.5066, -0.8755, -2.4965], [-4.2045, -1.9827, -2.8661], [-3.5821, -3.3910, -2.1124], [-2.0230, -2.8855, 1.1646], [-3.3909, -3.5730, 1.4017], [-3.1932, -3.4443, 3.9882], [-2.1892, -2.7828, 4.5513], [-0.6392, -2.8839, 3.7265], [-1.0630, -4.5603, -0.5104], [0.2012, -5.0152, -0.7302], [0.2877, -6.4237, -0.9098], [-0.9218, -7.0365, -0.8191], [-2.1644, -5.8975, -0.5192], [-1.7763, -0.4330, -1.1996], [-3.7074, 0.1236, -2.8571], [-5.0299, -2.0558, -3.5561], [-3.5836, -4.3568, 0.6707], [-4.1943, -3.4521, 4.4006], [-2.2547, -2.1938, 5.4559], [1.0311, -4.3292, -0.7638], [1.2132, -6.9491, -1.1008], [-1.1591, -8.0836, -0.9203], [3.5764, -1.0403, -2.9834], [3.9103, -0.4361, -4.6816], [4.1254, -0.0489, -5.7500], [5.6254, 5.3839, -3.8040], [4.7034, 4.2514, -3.4350], [4.9850, 3.4172, -2.3654], [4.1376, 2.3735, -2.0016], [4.5351, 1.5155, -0.8311], [2.9778, 2.1624, -2.7524], [1.7655, 0.7489, -2.2722], [2.6712, 2.9827, -3.8463], [1.4296, 2.8105, -4.6769], [3.5438, 4.0182, -4.1610], [6.5731, 5.3076, -3.2701], [5.1817, 6.3528, -3.5622], [5.8378, 5.3781, -4.8746], [5.8889, 3.5798, -1.7854], [5.0637, 2.1181, -0.0896], [5.1990, 0.7128, -1.1609], [3.6728, 1.0485, -0.3603], [0.5830, 3.3259, -4.2174], [1.1536, 1.7623, -4.7707], [1.5890, 3.2218, -5.6739], [3.3111, 4.6528, -5.0109]],
  "forces_ev_per_a": [[-0.06, 0.12, 0.21], [0.11, -0.07, 0.26], [-0.32, 0.25, -0.68], [0.09, -0.10, 0.25], [0.14, -0.08, 0.17], [-0.01, 0.03, 0.02], [-0.16, -0.05, -0.15], [0.05, -0.05, -0.03], [0.04, 0.03, 0.02], [0.00, -0.03, 0.04], [-0.03, -0.03, -0.06], [-0.02, -0.02, -0.03], [0.02, -0.01, -0.03], [-0.01, 0.01, 0.00], [-0.01, -0.01, -0.04], [0.03, -0.08, 0.01], [0.00, -0.04, 0.04], [0.03, 0.06, 0.07], [-0.01, -0.06, -0.02], [0.01, 0.02, -0.04], [0.04, 0.03, 0.04], [-0.12, 0.16, -0.01], [0.03, -0.02, 0.03], [0.00, 0.01, -0.02], [-0.02, -0.01, -0.01], [-0.01, 0.00, 0.00], [0.00, -0.01, 0.00], [0.05, -0.02, -0.01], [0.02, 0.00, 0.01], [0.00, 0.01, -0.02], [0.01, -0.01, 0.02], [-0.03, -0.03, -0.04], [-0.12, 0.17, 0.04], [0.12, -0.09, 0.02], [-0.11, 0.18, 0.03], [-0.04, -0.03, 0.04], [0.06, 0.04, -0.03], [-0.12, -0.08, 0.03], [0.11, -0.05, -0.03], [0.05, 0.06, -0.02], [-0.03, 0.01, -0.03], [-0.01, -0.01, 0.01], [-0.02, -0.02, -0.01], [0.12, 0.07, 0.05], [-0.11, -0.01, -0.02], [0.06, 0.08, -0.01], [0.07, -0.03, -0.07], [-0.05, -0.04, -0.03], [0.02, 0.01, 0.04], [-0.02, -0.04, 0.01], [0.00, -0.05, -0.03], [-0.06, 0.06, 0.07], [-0.01, -0.02, -0.03], [0.05, 0.03, -0.03], [-0.03, -0.03, -0.01], [0.05, 0.02, 0.00], [0.01, -0.07, -0.05], [0.02, 0.02, 0.00], [0.00, 0.02, -0.02], [0.03, -0.03, 0.00], [-0.04, 0.01, 0.00], [0.02, -0.02, 0.02], [-0.01, 0.01, 0.01], [0.01, 0.02, 0.07], [0.01, 0.01, 0.00], [-0.02, -0.01, 0.00], [-0.01, 0.01, -0.01], [-0.01, -0.01, 0.00], [0.02, -0.01, 0.00], [-0.14, 0.05, 0.02], [-0.05, 0.03, -0.05], [0.02, -0.02, 0.02], [0.00, -0.02, -0.01], [0.00, -0.01, 0.00], [-0.01, 0.03, 0.01], [0.04, 0.02, 0.05], [0.03, 0.08, 0.03], [-0.03, 0.00, 0.11], [0.29, -0.39, -0.21], [-0.01, 0.04, 0.00], [0.02, 0.00, 0.00], [0.02, -0.01, -0.02], [0.00, 0.00, 0.00], [-0.01, -0.01, 0.00], [0.01, 0.01, 0.00], [0.00, 0.00, 0.00], [0.01, 0.00, 0.00], [-0.02, 0.02, 0.00], [-0.04, 0.02, 0.06], [0.01, -0.02, 0.02], [0.02, -0.02, -0.01], [-0.01, 0.02, 0.00], [0.00, 0.00, 0.00]],
  "mulliken_charge": [0.410, -0.743, 0.557, -0.744, -0.809, -1.186, 0.676, 0.473, 0.631, -0.674, 0.227, -0.807, -0.511, -0.495, -0.278, -0.216, 0.718, -1.021, -1.738, 0.443, -1.037, -0.158, 0.699, 0.630, 0.454, 0.387, 0.361, 0.425, 0.634, 0.373, 0.431, 0.532, -0.289, 0.119, -0.434, -0.247, -0.177, -0.672, -0.046, -0.102, 0.446, 0.349, 0.361, -0.790, 2.922, -0.234, -0.144, -0.625, -0.516, -0.068, 0.888, -0.275, -1.078, -0.230, -0.365, -0.680, -0.660, -0.632, -0.638, -0.050, -0.060, 0.289, 0.457, 0.820, 0.336, 0.490, 0.350, 0.407, 0.458, -0.250, 0.340, -0.671, -1.491, 0.861, -0.986, 1.232, -2.029, 0.296, 0.480, 0.703, -1.951, -0.762, 0.350, 0.300, 0.351, 0.283, 0.500, 0.328, 0.299, 0.282, 0.327, 0.508, 0.377]
}



{
  "formula": "C43H34Cl4F3FeN5O5SbSe",
  "method": "ωB97M-V/def2-TZVPD",
  "largest_force_ev_per_a": 3.2,
  "s_squared": 8.77,
  "e_tot_ha": -8354.681879,
  "multiplicity": 6,
  "symbols": ["Fe", "Cl", "C", "C", "C", "C", "C", "Cl", "C", "N", "C", "C", "C", "C", "C", "C", "C", "C", "O", "O", "H", "H", "H", "H", "H", "H", "H", "H", "H", "H", "Cl", "C", "Cl", "C", "O", "O", "H", "F", "C", "C", "C", "C", "C", "C", "Sb", "C", "C", "C", "C", "F", "C", "C", "C", "C", "C", "C", "F", "C", "C", "H", "H", "H", "H", "H", "H", "H", "H", "H", "H", "H", "H", "Se", "C", "C", "C", "N", "C", "C", "H", "H", "H", "H", "C", "N", "C", "C", "O", "N", "C", "N", "H", "H", "H", "H", "H", "H", "H"],
  "positions_angstrom": [[8.8288, -20.8029, -6.1490], [8.5810, -27.3571, -11.1951], [7.9366, -26.3326, -12.4246], [7.3537, -26.9579, -13.5159], [6.6213, -26.2478, -14.4425], [6.4423, -24.9027, -14.2760], [7.0835, -24.1729, -13.1916], [6.5862, -22.5683, -12.8017], [7.8772, -24.8810, -12.3311], [8.7058, -24.2030, -11.3987], [9.3908, -23.0464, -11.5762], [9.6092, -22.4746, -12.8579], [10.1591, -21.1965, -13.0007], [10.5742, -20.5185, -11.8646], [10.4305, -21.1678, -10.6218], [9.9530, -22.4308, -10.4504], [9.9736, -23.1479, -9.1345], [10.8272, -22.3968, -8.1484], [11.9778, -22.9560, -7.8194], [10.3629, -21.3870, -7.5587], [7.4427, -28.0515, -13.5059], [6.1359, -26.7849, -15.2265], [5.8940, -24.3436, -14.9685], [9.2268, -24.7729, -10.7094], [9.3856, -23.0755, -13.7321], [10.5101, -20.8839, -14.0075], [10.9990, -19.5364, -11.8748], [10.7925, -20.6924, -9.7498], [10.3676, -24.1226, -9.2163], [8.9624, -23.1119, -8.7421], [10.1899, -25.0697, -4.5320], [8.4442, -24.5099, -4.2364], [8.2416, -23.9974, -2.5369], [8.1312, -23.3947, -5.2781], [8.6300, -22.2574, -4.9124], [7.5544, -23.6766, -6.3607], [7.7438, -25.3696, -4.3833], [18.1598, -25.4562, -8.3266], [17.1809, -24.6396, -7.9263], [15.8819, -25.1060, -7.7656], [14.8275, -24.1741, -7.5984], [15.0629, -22.8464, -7.3130], [16.4078, -22.4312, -7.2954], [17.4477, -23.3164, -7.5730], [13.3782, -21.6206, -6.6007], [13.4269, -20.0509, -8.1408], [12.5329, -19.0003, -8.0657], [12.6949, -17.8197, -8.7861], [13.8985, -17.6877, -9.5746], [14.1449, -16.5220, -10.2378], [14.7482, -18.8192, -9.7475], [14.4453, -19.9907, -9.0734], [13.9086, -21.5094, -4.3833], [12.8506, -21.2941, -3.4819], [12.9785, -21.3903, -2.0774], [14.2729, -21.3893, -1.5646], [14.4937, -21.1744, -0.2534], [15.3684, -21.6334, -2.4220], [15.1568, -21.7227, -3.8298], [15.6316, -26.1717, -7.6098], [13.8178, -24.5301, -7.6098], [16.6528, -21.4178, -7.1142], [18.4789, -22.9407, -7.5870], [11.5774, -19.1290, -7.4858], [12.0080, -16.9301, -8.6884], [15.6771, -18.6796, -10.2926], [14.9443, -20.9365, -9.3661], [11.8260, -21.0735, -3.8687], [12.0790, -21.4008, -1.4335], [16.3969, -21.5771, -1.9757], [16.0501, -21.9751, -4.3967], [8.9227, -18.4555, -5.1405], [9.1985, -18.9880, -3.3289], [9.8868, -18.0599, -2.5008], [10.0162, -18.3889, -1.1633], [9.4591, -19.5056, -0.6279], [8.8330, -20.3251, -1.4101], [8.6819, -20.1261, -2.7989], [10.4628, -17.1833, -2.9491], [10.8206, -17.8529, -0.5697], [8.5840, -21.2991, -0.9668], [8.1499, -20.9130, -3.2815], [4.3020, -21.0629, -9.6458], [5.6055, -20.6425, -9.1286], [6.3764, -19.5004, -9.5952], [7.5894, -19.4498, -8.6163], [8.5336, -18.7033, -8.6374], [7.3420, -20.4939, -7.6593], [6.1679, -21.1107, -7.9856], [5.6281, -22.1249, -7.2492], [3.5609, -21.0580, -8.8635], [4.4953, -22.0963, -9.9540], [3.9582, -20.4438, -10.4722], [5.6485, -18.6568, -9.6126], [6.7803, -19.5763, -10.6226], [6.2413, -22.7037, -6.6106], [4.7183, -22.5134, -7.5015]],
  "forces_ev_per_a": [[-0.19, 1.62, -0.75], [0.44, 0.49, 0.20], [-0.79, 1.36, -1.22], [0.52, -0.81, 1.66], [0.03, 0.23, 0.11], [1.49, 1.12, 1.89], [-1.88, -1.92, -1.72], [-0.03, 0.08, -0.36], [2.43, -0.86, 1.51], [-0.60, -2.97, 1.02], [0.91, 2.08, -1.81], [-0.03, 0.04, 0.82], [1.17, -0.74, -0.48], [-0.80, -0.83, 0.77], [0.84, 0.95, -0.89], [-0.56, -0.42, -1.01], [-0.22, 1.93, 0.11], [0.84, -0.73, 2.41], [-1.44, 1.09, -1.08], [0.64, -0.71, -0.35], [-0.20, 0.49, -0.40], [-0.19, -0.06, -0.54], [-0.96, 0.73, -0.82], [-1.20, -0.12, -0.72], [-0.19, 0.15, 0.04], [-0.75, 0.06, 0.75], [0.20, 0.34, -0.18], [0.37, 0.80, 0.61], [0.26, -1.29, -0.08], [-0.25, -0.50, 0.29], [-1.46, 0.42, 0.13], [-0.28, -0.95, -0.27], [0.11, -0.03, -0.70], [0.89, 0.38, -0.21], [-0.79, -1.86, -0.70], [1.10, 0.21, 2.27], [0.99, 0.64, 0.01], [0.06, -0.01, 0.34], [-1.01, 0.55, 0.89], [-0.78, -0.13, 0.08], [0.74, -0.84, 0.54], [0.11, 0.70, 0.16], [-0.45, -0.96, -0.08], [0.50, 0.37, -0.76], [-0.18, -0.64, -0.88], [0.13, -0.24, 0.64], [-1.88, 0.57, 0.78], [1.52, 1.31, -1.00], [-1.22, -1.32, 0.70], [-0.04, -1.02, 0.66], [-0.68, 2.01, 0.12], [0.73, -1.06, -0.40], [-0.19, 0.66, 0.60], [-1.24, -0.33, -0.16], [-0.11, 0.52, -0.53], [0.51, -0.54, -1.11], [-0.11, -0.33, -0.38], [-0.10, 0.89, 0.17], [1.17, -0.25, 1.45], [0.37, 0.59, -0.92], [-0.36, -0.33, 0.13], [0.26, 0.88, 0.35], [-0.45, -0.25, -0.07], [1.18, 0.35, -0.29], [0.72, -1.32, -0.18], [-0.32, -0.29, -0.34], [0.26, 0.84, 0.57], [0.83, -0.39, 0.29], [0.71, 0.38, -0.40], [-1.11, -0.39, -0.63], [-0.26, 0.18, -0.26], [0.22, -0.91, -0.61], [0.07, 1.83, -0.75], [0.80, -0.03, -0.27], [1.18, -0.08, -0.08], [1.35, 1.40, 1.15], [0.10, -0.90, -1.07], [-0.25, -0.63, 2.16], [-1.10, -1.29, 0.67], [-1.57, -0.46, -0.28], [-0.43, 0.46, -0.14], [-0.14, 0.00, -0.78], [1.27, -0.75, 0.19], [0.42, 0.17, 0.66], [-0.41, 0.63, -0.48], [-1.39, -1.04, 0.89], [-0.43, -0.47, -0.06], [-0.35, 0.19, -1.00], [0.58, -0.35, 0.26], [0.12, 0.64, -0.34], [-0.39, 0.13, 0.30], [-0.72, 0.08, -0.41], [0.29, -0.05, 0.05], [1.07, 0.07, 0.30], [-0.26, -0.39, 0.37], [-0.49, 0.88, -1.08], [0.72, 0.33, -0.02]],
  "lowdin_spin": [3.716, 0.000, 0.000, 0.000, 0.000, 0.000, 0.000, 0.000, 0.000, 0.000, 0.000, 0.000, 0.000, 0.000, 0.000, 0.000, 0.009, 0.019, 0.195, 0.054, 0.000, 0.000, 0.000, 0.000, 0.000, 0.000, 0.000, 0.000, 0.000, 0.001, 0.002, 0.002, 0.001, 0.014, 0.063, 0.011, 0.000, 0.000, 0.000, 0.000, 0.000, 0.004, 0.003, 0.001, 0.334, 0.087, 0.005, 0.003, -0.003, -0.001, 0.005, 0.011, 0.237, 0.019, 0.005, -0.003, -0.001, 0.012, 0.029, 0.000, 0.001, 0.001, 0.000, 0.001, 0.000, 0.001, 0.001, 0.004, 0.001, 0.002, 0.003, 0.071, 0.014, 0.004, 0.000, 0.002, 0.000, 0.004, 0.001, 0.000, 0.000, 0.001, 0.001, 0.002, 0.001, 0.005, 0.005, 0.035, 0.005, 0.001, 0.000, 0.000, 0.000, 0.000, 0.000, 0.000, 0.000]
}